No. 1
63
Properties=species:S:1:pos:R:3:mulliken_charge:R:1 method="wB97M-V/def2-TZVPD" homo_ev=-9.293 largest_force_ha_per_bohr=0.121 smiles="CCCCO[P@@](=O)(O)OB(O)OCC.c1ccncc1.c1ccncc1.c1ccncc1"
C -1.46 -1.12 -0.65 -0.667
C -0.30 -0.82 -1.77 0.171
C 1.23 -0.76 -1.18 -0.637
C 1.37 -0.98 0.44 0.062
O 1.05 0.31 1.08 -0.232
P 0.28 0.11 2.63 1.118
O 1.43 -0.07 3.72 -0.727
O -0.57 1.63 2.96 -0.522
O -0.95 -1.13 2.67 -0.284
B -0.89 -1.93 3.91 0.478
O -0.85 -1.34 5.30 -0.507
O -0.90 -3.44 3.90 -0.399
C 0.30 -3.96 3.20 -0.050
C -0.09 -4.93 1.90 -0.818
H -2.51 -1.02 -1.22 0.386
H -1.46 -2.24 -0.23 0.040
H -1.51 -0.34 0.23 0.073
H -0.35 -1.70 -2.55 -0.145
H -0.60 0.17 -2.34 0.274
H 1.93 -1.56 -1.71 0.334
H 1.65 0.32 -1.46 0.197
H 2.52 -1.19 0.66 0.270
H 0.77 -1.90 0.86 -0.114
H -0.25 2.31 2.28 0.309
H -1.69 -1.71 5.74 0.300
H 1.04 -3.11 2.86 0.170
H 0.85 -4.67 3.97 0.275
H 0.82 -5.63 1.59 0.297
H -1.00 -5.66 2.16 0.278
H -0.36 -4.29 0.96 0.112
N -1.62 -2.96 -4.15 -0.239
C -1.06 -2.81 -5.37 -0.114
C -1.27 -3.69 -6.43 -0.630
C -2.10 -4.78 -6.22 -0.101
C -2.70 -4.96 -4.97 -0.627
C -2.42 -4.02 -3.98 -0.096
H -0.41 -1.95 -5.49 0.361
H -0.79 -3.52 -7.39 0.340
H -2.29 -5.49 -7.02 0.359
H -3.35 -5.80 -4.77 0.347
H -2.87 -4.12 -2.99 0.358
N 3.37 3.61 3.08 -0.568
C 3.49 4.90 3.47 -0.284
C 2.68 5.50 4.43 -0.309
C 1.68 4.73 5.01 -0.436
C 1.52 3.40 4.62 -0.200
C 2.38 2.89 3.67 -0.494
H 4.29 5.45 2.99 0.389
H 2.83 6.53 4.70 0.358
H 1.02 5.17 5.76 0.373
H 0.75 2.78 5.06 0.413
H 2.31 1.86 3.34 0.749
N -1.06 3.44 -1.29 -0.355
C 0.22 3.87 -1.27 0.000
C 0.79 4.65 -2.26 -0.732
C 0.00 5.02 -3.34 -0.144
C -1.32 4.60 -3.40 -0.412
C -1.80 3.82 -2.36 -0.225
H 0.80 3.55 -0.40 0.440
H 1.82 4.97 -2.19 0.363
H 0.41 5.64 -4.14 0.363
H -1.96 4.87 -4.23 0.361
H -2.83 3.46 -2.35 0.347


No. 2
81
Properties=species:S:1:pos:R:3:mulliken_charge:R:1 method="wB97M-V/def2-TZVPD" homo_ev=-11.302 largest_force_ha_per_bohr=0.064 total_charge=+1
C -3.89 -0.79 3.30 -1.378
C -2.39 -0.89 3.58 -0.461
C -1.63 -1.05 2.28 2.918
O -1.48 -2.44 1.96 -0.511
C -1.16 -2.68 0.65 -0.161
N 0.31 -2.56 0.40 0.783
C 0.94 -2.42 -0.72 -0.909
N 2.28 -2.32 -0.46 0.238
C 2.39 -2.41 0.89 -0.094
C 3.59 -2.33 1.79 -1.292
C 3.55 -0.98 2.52 -0.317
C 3.74 0.20 1.53 -0.560
C 2.47 0.89 1.13 0.546
O 1.71 1.38 1.92 -0.578
O 2.30 0.85 -0.19 -0.332
C 1.23 1.68 -0.69 -0.106
C 1.10 1.52 -2.18 -1.176
C 1.18 -2.58 1.45 -0.394
H -4.28 -1.76 2.98 0.305
H -4.05 -0.10 2.49 0.164
H -4.44 -0.47 4.18 0.422
H -2.07 0.03 4.04 0.178
H -2.15 -1.70 4.27 0.219
H -0.62 -0.64 2.47 -0.548
H -2.04 -0.46 1.46 -1.420
H -1.42 -3.71 0.43 0.413
H -1.73 -2.05 -0.03 -0.017
H 0.51 -2.34 -1.70 0.571
H 3.05 -2.17 -1.09 0.195
H 4.53 -2.41 1.26 0.402
H 3.51 -3.10 2.54 0.439
H 4.30 -0.93 3.30 0.430
H 2.59 -0.86 3.01 0.056
H 4.18 -0.22 0.63 0.253
H 4.37 0.95 1.99 0.475
H 1.47 2.71 -0.47 0.419
H 0.29 1.45 -0.22 0.138
H 0.09 1.80 -2.48 0.399
H 1.77 2.16 -2.74 0.314
H 1.25 0.50 -2.52 0.245
H 0.91 -2.67 2.48 0.547
C 2.47 -6.37 -1.98 -0.167
Br 1.02 -7.36 -2.75 -0.019
Br 1.89 -4.66 -1.26 0.344
Br 3.42 -7.39 -0.66 0.006
H 3.17 -6.15 -2.77 0.031
C 0.18 -0.52 6.09 -0.374
Br 0.71 0.86 4.87 -0.004
Br -1.58 -0.23 6.81 -0.002
Br 0.33 -2.27 5.27 -0.039
H 0.87 -0.50 6.92 0.477
C -4.66 1.56 -0.70 -0.478
Br -3.05 0.54 -0.35 0.029
Br -6.11 1.04 0.43 -0.016
Br -4.29 3.44 -0.61 0.051
H -4.95 1.34 -1.72 0.369
C -3.83 -3.34 -2.69 -0.371
Br -4.34 -3.43 -0.83 -0.007
Br -4.23 -1.62 -3.44 -0.005
Br -1.98 -3.83 -2.94 0.004
H -4.42 -4.07 -3.21 0.369
C 5.58 -7.59 -4.96 -0.330
Br 4.45 -7.04 -6.42 0.013
Br 5.82 -6.16 -3.68 -0.032
Br 4.92 -9.18 -4.11 0.013
H 6.55 -7.82 -5.36 0.349
C -3.65 7.40 -1.34 -0.356
Br -2.11 6.45 -0.68 0.007
Br -5.13 7.30 -0.11 0.002
Br -3.23 9.22 -1.80 -0.072
H -3.96 6.91 -2.25 0.390
C -1.86 10.71 1.77 0.130
Br -0.30 9.65 2.16 -0.012
Br -3.34 10.23 2.90 -0.002
Br -1.48 12.59 1.86 -0.010
H -2.15 10.49 0.76 -0.109
C 0.72 4.50 -5.73 -0.303
Br -0.31 3.01 -6.37 -0.016
Br 0.70 5.97 -6.97 -0.024
Br 0.16 5.05 -3.97 0.012
H 1.74 4.17 -5.65 0.335


No. 3
62
Properties=species:S:1:pos:R:3:mulliken_charge:R:1 method="wB97M-V/def2-TZVPD" s2=0.771 homo_ev="-1.362 / -3.757" largest_force_ha_per_bohr=0.003 spin_multiplicity=2 total_charge=-1
Hg -1.67 -0.07 0.48 0.181
C 1.51 -0.64 -2.59 -0.586
C 1.49 -2.03 -1.94 -1.638
O 0.32 -0.88 0.02 1.129
C 1.19 -1.94 1.92 -0.829
C 1.55 -0.54 2.40 -0.636
O 0.43 0.33 2.45 -0.265
C 0.75 1.70 2.40 -0.780
C 1.44 2.19 1.14 -0.644
O 0.64 1.99 0.00 -0.020
C 1.36 2.11 -1.21 -0.709
C 0.58 1.54 -2.38 -0.656
O 0.36 0.16 -2.35 -0.210
H 1.57 -0.80 -3.68 0.422
H 2.42 -0.10 -2.31 0.360
H 2.12 -2.66 -2.57 0.484
H 0.49 -2.44 -1.99 0.349
H 2.01 -2.63 2.12 0.505
H 0.30 -2.26 2.47 0.476
H 2.33 -0.10 1.78 0.254
H 1.96 -0.65 3.41 0.401
H 1.40 1.98 3.25 0.371
H -0.20 2.23 2.52 0.240
H 2.41 1.69 1.00 0.426
H 1.66 3.26 1.28 0.426
H 2.33 1.61 -1.12 0.420
H 1.57 3.18 -1.43 0.487
H 1.11 1.84 -3.30 0.380
H -0.41 2.00 -2.40 0.117
C 3.15 -1.22 -0.20 -2.688
C 2.07 -2.26 -0.50 2.997
C 2.65 -3.61 -0.34 -1.799
C 1.79 -4.70 -0.36 -0.826
C 0.42 -4.51 -0.12 0.278
C -0.55 -5.55 -0.22 0.019
Br -0.03 -7.27 -0.88 -0.322
C -1.85 -5.40 0.18 -0.315
C -2.26 -4.19 0.73 -0.376
Br -4.05 -4.01 1.34 -0.254
C -1.39 -3.09 0.87 1.102
O -1.77 -2.03 1.52 -1.162
C -0.10 -3.24 0.33 -0.642
N 0.84 -2.08 0.46 0.697
H 3.65 -1.45 0.74 0.478
H 2.75 -0.21 -0.19 0.100
H 3.89 -1.30 -0.99 0.517
H 3.72 -3.72 -0.46 0.243
H 2.17 -5.70 -0.50 0.347
H -2.55 -6.22 0.09 0.378
C -2.50 3.40 0.47 -0.952
Si -3.22 1.71 0.07 0.345
C -4.79 1.52 1.09 -1.167
C -3.73 1.74 -1.75 -1.023
H -3.21 4.20 0.24 0.430
H -1.57 3.58 -0.09 0.107
H -2.25 3.47 1.54 0.274
H -5.50 2.32 0.86 0.297
H -4.56 1.55 2.16 0.280
H -5.27 0.56 0.89 0.312
H -4.44 2.55 -1.94 0.324
H -4.21 0.79 -2.02 0.290
H -2.87 1.87 -2.40 0.256


No. 4
59
Properties=species:S:1:pos:R:3:mulliken_charge:R:1 method="wB97M-V/def2-TZVPD" homo_ev=-8.250 largest_force_ha_per_bohr=0.004 smiles="CCN1CCC[C@@H]1CN1C[C@H](C(=O)Nc2ccc(Br)cc2NC(C)C)CC1=O"
C -4.24 -3.09 -5.62 -1.425
C -3.22 -2.57 -4.62 -0.276
N -3.18 -3.35 -3.39 0.018
C -2.70 -4.71 -3.59 -0.619
C -2.42 -5.21 -2.18 -0.795
C -2.06 -3.94 -1.39 -0.426
C -2.31 -2.78 -2.37 0.266
C -2.96 -1.58 -1.69 -1.507
N -2.14 -1.06 -0.61 0.361
C -0.73 -0.76 -0.77 -1.130
C -0.33 -0.14 0.58 0.950
C 1.10 -0.48 0.94 -0.280
O 1.48 -1.64 1.00 -0.663
N 1.89 0.59 1.23 -0.209
C 3.27 0.58 1.55 0.200
C 4.14 -0.38 1.05 -0.558
C 5.50 -0.30 1.33 -0.711
C 5.96 0.75 2.10 -0.432
Br 7.81 0.89 2.47 -0.218
C 5.10 1.70 2.62 -0.400
C 3.74 1.62 2.37 0.872
N 2.81 2.55 2.84 -0.253
C 3.21 3.59 3.79 0.112
C 3.49 3.05 5.19 -1.283
C 2.10 4.64 3.83 -1.578
C -1.34 -0.75 1.56 -0.861
C -2.51 -1.17 0.70 0.566
O -3.60 -1.54 1.10 -0.675
H -4.30 -2.43 -6.48 0.450
H -3.98 -4.09 -5.98 0.329
H -5.23 -3.15 -5.16 0.336
H -2.22 -2.55 -5.09 0.364
H -3.47 -1.54 -4.36 0.262
H -3.43 -5.32 -4.12 0.402
H -1.77 -4.70 -4.19 0.358
H -3.30 -5.69 -1.77 0.299
H -1.61 -5.95 -2.17 0.311
H -2.71 -3.83 -0.52 0.225
H -1.03 -3.94 -1.03 0.340
H -1.35 -2.48 -2.83 0.174
H -3.15 -0.78 -2.41 0.287
H -3.90 -1.88 -1.24 0.355
H -0.13 -1.66 -0.95 0.360
H -0.58 -0.07 -1.60 0.199
H -0.48 0.94 0.53 0.475
H 1.49 1.51 1.11 0.469
H 3.75 -1.18 0.45 0.460
H 6.18 -1.05 0.95 0.412
H 5.51 2.49 3.24 0.343
H 1.93 2.13 3.10 0.409
H 4.11 4.06 3.38 0.376
H 3.84 3.84 5.85 0.372
H 2.57 2.63 5.61 0.323
H 4.24 2.26 5.17 0.410
H 2.37 5.45 4.51 0.410
H 1.92 5.06 2.84 0.381
H 1.17 4.20 4.19 0.367
H -0.93 -1.65 2.02 0.335
H -1.66 -0.07 2.35 0.365


No. 5
62
Properties=species:S:1:pos:R:3:mulliken_charge:R:1 method="wB97M-V/def2-TZVPD" s2=0.764 homo_ev="-11.171 / -11.351" largest_force_ha_per_bohr=0.030 spin_multiplicity=2 total_charge=+1
Pd 0.70 0.49 -1.29 -0.213
F -1.56 -3.59 -3.59 -0.345
C -0.61 -3.16 -2.77 0.379
C -0.49 -1.80 -2.52 -0.577
C 0.50 -1.38 -1.66 0.220
C 1.40 -2.27 -1.05 1.018
C 1.21 -3.62 -1.34 0.917
F 2.02 -4.53 -0.77 -0.338
C 0.23 -4.09 -2.18 -1.037
C 2.45 -1.71 -0.20 -0.384
C 3.42 -2.42 0.51 -1.034
C 4.37 -1.73 1.24 -0.656
C 4.35 -0.34 1.26 -1.016
C 3.36 0.30 0.54 -0.461
N 2.43 -0.36 -0.15 0.869
H -1.17 -1.11 -3.01 0.543
H 0.13 -5.15 -2.38 0.547
H 3.43 -3.50 0.49 0.659
H 5.12 -2.27 1.79 0.462
H 5.09 0.23 1.80 0.487
H 3.31 1.38 0.50 0.312
Cl 0.61 1.10 -3.70 -0.285
Ge 2.78 1.14 -2.88 0.715
Cl 3.61 2.62 -4.21 -0.290
Cl 3.55 -0.78 -3.53 -0.301
C 1.38 3.96 -0.33 -0.879
O 0.98 2.86 -1.17 0.007
H 0.51 4.42 0.13 0.298
H 1.92 4.70 -0.92 0.320
H 2.03 3.57 0.44 0.304
H 0.44 3.18 -1.90 0.192
C -1.87 1.18 2.98 -1.667
C -0.98 1.48 1.78 0.662
C 0.49 1.51 2.21 -1.072
P -1.20 0.40 0.29 0.713
C -2.73 1.02 -0.57 0.395
C -3.86 1.49 0.34 -1.747
C -2.39 2.14 -1.56 -1.215
C -1.60 -1.34 0.79 1.413
C -3.01 -1.63 1.32 -1.661
C -0.54 -1.90 1.74 -1.751
H -1.72 1.96 3.73 0.485
H -1.61 0.23 3.44 0.278
H -2.93 1.17 2.74 0.297
H -1.23 2.47 1.39 0.592
H 0.82 0.54 2.59 0.275
H 0.63 2.24 3.00 0.546
H 1.14 1.78 1.37 -0.359
H -3.07 0.15 -1.14 0.510
H -3.56 2.37 0.93 0.335
H -4.21 0.73 1.03 0.312
H -4.71 1.80 -0.27 0.496
H -2.00 3.01 -1.03 0.239
H -3.29 2.45 -2.09 0.504
H -1.66 1.82 -2.30 0.083
H -1.50 -1.86 -0.17 -0.248
H -3.20 -1.15 2.27 0.268
H -3.10 -2.71 1.47 0.487
H -3.79 -1.33 0.61 0.382
H -0.74 -1.61 2.77 0.347
H 0.47 -1.57 1.49 0.263
H -0.55 -2.99 1.71 0.406


No. 6
59
Properties=species:S:1:pos:R:3:mulliken_charge:R:1 method="wB97M-V/def2-TZVPD" homo_ev=-11.011 largest_force_ha_per_bohr=0.039 total_charge=+2
Cl -5.49 7.45 13.22 -0.055
C -5.93 8.75 12.05 -0.453
N -5.23 8.58 10.73 -0.352
C -3.72 8.62 10.90 -0.501
C -3.05 8.47 9.57 -0.482
N -4.11 8.32 8.54 -0.197
F -3.44 8.06 7.17 -0.249
C -4.95 9.55 8.47 -0.521
C -5.65 9.69 9.80 -0.537
C -4.91 7.11 8.78 -0.450
C -5.61 7.25 10.09 -0.603
H -7.01 8.70 11.88 0.405
H -5.64 9.72 12.49 0.414
H -3.48 9.57 11.38 0.390
H -3.47 7.80 11.58 0.439
H -2.45 9.34 9.31 0.458
H -2.44 7.56 9.52 0.382
H -4.28 10.40 8.28 0.450
H -5.66 9.43 7.65 0.451
H -6.74 9.63 9.68 0.391
H -5.41 10.64 10.29 0.406
H -5.59 7.02 7.93 0.453
H -4.19 6.28 8.76 0.386
H -5.31 6.47 10.80 0.465
H -6.70 7.24 9.98 0.379
C -2.76 4.63 5.80 -0.875
O -3.22 6.00 5.80 -0.207
C -2.60 6.88 4.95 -0.738
C -1.12 6.96 4.99 0.150
C -0.36 5.97 4.36 0.115
C 1.03 5.98 4.44 -0.862
C 1.67 7.01 5.15 -0.491
C 0.92 8.07 5.68 -0.851
C -0.48 8.05 5.62 0.111
C -3.33 7.30 3.84 0.587
N -2.80 7.64 2.60 0.359
C -1.62 8.48 2.43 -1.083
C -3.60 7.33 1.52 0.022
C -3.04 7.44 0.14 -1.516
C -4.85 6.95 1.89 1.016
C -5.96 6.55 0.99 -1.374
S -5.02 6.84 3.62 -0.190
H -3.50 4.10 6.39 0.330
H -2.69 4.23 4.79 0.341
H -1.78 4.57 6.29 0.293
H -0.88 5.16 3.83 0.369
H 1.60 5.17 3.98 0.422
H 2.75 6.98 5.27 0.432
H 1.42 8.90 6.17 0.429
H -1.10 8.85 6.01 0.595
H -1.87 9.33 1.77 0.436
H -1.32 8.90 3.40 0.340
H -0.80 7.92 1.98 0.340
H -3.73 6.98 -0.57 0.390
H -2.88 8.47 -0.19 0.324
H -2.07 6.92 0.04 0.317
H -5.69 6.73 -0.06 0.363
H -6.17 5.48 1.09 0.296
H -6.87 7.11 1.21 0.338


No. 7
62
Properties=species:S:1:pos:R:3:mulliken_charge:R:1 method="wB97M-V/def2-TZVPD" homo_ev="-0.660 / 0.201" largest_force_ha_per_bohr=0.115 total_charge=-1
Y 0.89 0.93 -0.32 0.326
Cl 2.41 2.77 -0.51 -0.308
N 1.14 -0.10 2.00 0.343
N -0.81 0.82 -2.19 0.233
C 2.37 -0.56 2.10 0.486
C -0.48 0.16 -3.25 0.416
C 0.48 -0.22 3.30 1.434
C 1.68 -0.35 4.24 -0.784
C -0.38 -1.46 3.31 -1.422
C -0.35 1.01 3.60 -1.709
H 0.21 -2.36 3.08 0.222
H -1.18 -1.37 2.57 0.206
H -0.83 -1.58 4.30 0.464
H 0.24 1.93 3.50 0.421
H -0.73 0.94 4.63 0.438
H -1.20 1.08 2.91 0.080
C -2.21 1.28 -2.31 1.475
C -2.65 0.67 -3.63 -0.861
C -2.26 2.79 -2.38 -1.470
C -3.02 0.75 -1.13 -1.556
H -2.92 -0.34 -1.07 0.376
H -4.07 1.01 -1.28 0.457
H -2.65 1.19 -0.19 0.033
H -1.68 3.13 -3.26 0.458
H -1.82 3.26 -1.49 0.031
H -3.30 3.10 -2.48 0.414
O -1.45 0.00 -4.15 -0.410
H -2.95 1.40 -4.39 0.302
H -3.43 -0.10 -3.54 0.330
O 2.78 -0.77 3.34 -0.444
H 1.59 -1.11 5.02 0.282
H 1.98 0.61 4.68 0.373
C 3.20 -0.91 0.91 -1.420
C 0.85 -0.48 -3.47 -1.177
C 1.17 -1.30 -2.22 0.914
H 1.60 0.35 -3.51 -0.020
H 0.85 -1.05 -4.40 0.475
C 1.92 -0.65 -1.21 -0.723
C 2.29 -1.48 -0.18 1.438
H 2.45 1.55 -1.23 0.052
C 1.98 -2.91 -0.04 0.636
C 1.14 -3.42 -1.07 -1.464
C 2.49 -3.76 1.06 -1.511
C 0.75 -2.68 -2.22 0.535
H 0.90 -4.43 -1.03 0.384
C -0.01 -3.29 -3.35 -1.547
H -0.14 -4.35 -3.12 0.422
H 0.58 -3.19 -4.26 0.306
H -0.96 -2.80 -3.47 0.218
H 3.58 -3.65 1.14 0.264
H 2.26 -4.80 0.80 0.466
H 2.02 -3.51 2.01 0.127
H 4.02 -1.59 1.21 0.445
H 3.64 0.04 0.51 0.200
C -2.30 3.90 1.92 -1.118
S -0.71 3.65 1.15 0.960
O -0.68 4.43 -0.05 -0.679
O 0.31 3.81 2.14 -0.642
O -0.74 2.06 0.71 -0.224
H -2.18 3.78 2.99 0.359
H -3.08 3.24 1.54 0.244
H -2.55 4.93 1.70 0.443